# C13H27N2O16P2

2 unconnected molecules or ions with the total composition C13H27N2O16P2 at a distorted geometry (ωB97M-V/def2-TZVPD, the Open Molecules 2025 dataset).

Computed properties:
**Total charge**: -1
**Frontier orbital gap**: 0.329 Ha
**HOMO level**: -6.7 eV
**Energy**: -68246.4433 eV

Last column: Löwdin charge in e.
Positions of all 60 atoms, in Å:
O1 -2.53793 3.57808 1.11096  0.0332
O2 0.32641 0.97047 -0.61146  -0.0199
O3 -2.29871 5.57132 -3.58144  0.0452
O4 6.32999 -4.10039 -0.31764  -0.2764
O5 -1.55700 -3.11152 6.57315  -0.2603
O6 -1.45861 -0.21740 -1.03172  -0.0291
O7 3.12113 -2.06173 1.95138  -0.0604
O8 1.43100 -0.29748 1.24954  -0.0457
O9 -0.66735 -3.34115 1.51344  0.0228
O10 -1.32295 -1.27214 1.65034  0.0187
O11 5.51831 -2.00677 0.77467  -0.0911
O12 5.84927 -2.19733 -1.74268  -0.0843
O13 0.81715 -2.27964 6.22007  -0.0599
O14 0.12076 -4.65401 5.72127  -0.0852
O15 3.86044 -3.49800 -0.58324  -0.1441
O16 -0.79659 -2.80371 4.16787  -0.1508
C1 -2.50378 3.40034 -0.09658  -0.5411
C2 -0.64242 0.67730 -1.34560  -0.6509
C3 -2.24489 4.40108 -3.21031  -0.4592
N1 -3.07753 3.47596 -3.70420  0.0142
N2 -1.46766 3.88062 -0.78353  0.1326
C4 -3.66118 2.69045 -0.76029  0.0172
C5 -4.12724 3.74239 -4.68409  -0.0523
C6 2.86124 -2.47987 -0.43857  -0.1567
C7 0.19184 -2.08033 3.40018  -0.1012
C8 -0.78555 1.37466 -2.70800  -0.0939
C9 2.20896 -2.55441 0.95428  -0.2535
C10 0.97310 -1.63283 0.95579  -0.2329
C11 -0.17501 -2.07471 1.89150  -0.4923
C12 -0.24853 2.81969 -2.74192  -0.1348
C13 -1.13847 3.97059 -2.22393  -0.1903
P1 5.38797 -2.97833 -0.45908  0.2910
P2 -0.38090 -3.16853 5.68882  0.3010
H1 2.90296 -1.09764 2.01917  0.1136
H2 0.95738 0.33066 0.60974  0.0489
H3 -1.55715 -3.38040 1.90627  0.1131
H4 -1.35558 -0.96440 0.70553  0.0755
H5 4.81338 -2.34828 1.35989  0.0545
H6 6.79538 -2.18716 -1.56393  0.0821
H7 1.56847 -2.68214 5.77588  0.0782
H8 -0.73130 -5.09491 5.61086  0.0901
H9 -2.97008 2.52929 -3.36952  0.0894
H10 -0.76468 4.24711 -0.16220  0.1511
H11 -4.24136 3.40337 -1.33853  0.0774
H12 -3.29264 1.87415 -1.37202  0.0585
H13 -4.29211 2.26680 0.01934  0.0908
H14 -4.95802 4.25975 -4.20220  0.0835
H15 -3.73474 4.37823 -5.47963  0.0836
H16 -4.48226 2.80618 -5.11603  0.0832
H17 2.09942 -2.66005 -1.20513  0.1395
H18 3.25183 -1.46947 -0.61642  0.1399
H19 0.26644 -1.04410 3.74811  0.1457
H20 1.17157 -2.54995 3.51919  0.1159
H21 -1.82038 1.33862 -3.04571  0.0788
H22 -0.20481 0.79621 -3.43025  0.1198
H23 1.92006 -3.59144 1.15810  0.1632
H24 0.53787 -1.64041 -0.04960  0.1483
H25 -0.02690 3.04549 -3.78612  0.1130
H26 0.70985 2.86287 -2.22340  0.1129
H27 -0.46785 4.82897 -2.27039  0.1401



# C13H27N5O3SiTa

A molecular structure, C13H27N5O3SiTa (ωB97M-V/def2-TZVPD, the Open Molecules 2025 dataset).

Computed properties:
**Total charge**: +3
**Frontier orbital gap**: 0.254 Ha
**HOMO level**: -18.3 eV
**Energy**: -36916.2098 eV
**Energy above the lowest of the compared OMol25 structures with the same formula, charge and spin**: 20.2 kcal/mol

Last column: Löwdin charge in e.
Positions of all 50 atoms, in Å:
Ta1 0.06180 -0.46351 0.69476  1.8900
C1 2.38975 4.28969 -1.01279  0.0410
N1 1.26519 3.47791 -0.50300  -0.0810
C2 0.01517 4.21897 -0.22757  0.0337
C3 1.35738 2.21221 -0.18692  -0.3315
N2 0.34401 1.51750 0.36458  -0.0120
N3 2.55679 1.55688 -0.42364  0.2023
C4 2.94998 0.28804 -0.07187  -0.3917
N4 4.20934 -0.02185 -0.30649  0.2636
N5 2.10174 -0.57803 0.47852  -0.0067
H1 1.97342 5.08411 -1.62405  0.1160
H2 3.04655 3.72088 -1.66894  0.0994
H3 2.94800 4.71872 -0.18119  0.1282
H4 0.04650 5.15185 -0.77984  0.1132
H5 -0.06705 4.44228 0.83691  0.1236
H6 -0.84871 3.65967 -0.58524  0.1110
H7 -0.42205 2.11577 0.67095  0.0995
H8 3.27118 2.12208 -0.86189  0.1451
H9 4.87460 0.63101 -0.69712  0.1588
H10 4.56610 -0.94696 -0.10773  0.1612
H11 2.55179 -1.44869 0.75787  0.1283
C5 0.42212 -1.50810 4.98526  0.0251
C6 -0.44317 -0.65889 4.08728  -0.4600
C7 -1.65046 -0.04687 4.75133  0.0251
O1 0.36329 0.37690 3.36551  -0.0619
C8 -0.71932 -1.28666 2.73019  -0.4490
O2 0.17026 -1.96485 2.12464  -0.0308
O3 -1.51699 -0.66903 1.90790  -0.0518
H12 0.76615 -0.90429 5.82562  0.1162
H13 1.28087 -1.92004 4.46054  0.0995
H14 -0.16918 -2.32488 5.39926  0.1226
H15 -1.32598 0.54988 5.60327  0.1156
H16 -2.29940 -0.83528 5.13416  0.1216
H17 -2.21830 0.58153 4.06952  0.0991
H18 0.93530 0.83545 3.99761  0.1391
C9 -2.99872 -3.83787 -2.72367  -0.1609
Si1 -2.15045 -2.37567 -3.48676  0.4997
C10 -0.83983 -2.79779 -4.73232  -0.1637
C11 -3.25898 -0.96394 -3.96473  -0.1642
C12 -1.13400 -1.62563 -1.98713  0.0000
C13 -0.51891 -1.15789 -1.01678  -0.2601
H19 -3.59212 -4.32282 -3.50430  0.0591
H20 -3.69030 -3.55464 -1.92945  0.0464
H21 -2.30444 -4.58400 -2.33866  0.0473
H22 -1.34058 -3.23797 -5.59940  0.0585
H23 -0.12832 -3.53579 -4.36289  0.0458
H24 -0.29754 -1.92024 -5.08491  0.0434
H25 -3.87915 -1.30209 -4.80028  0.0586
H26 -2.71278 -0.08666 -4.30998  0.0428
H27 -3.94059 -0.67039 -3.16617  0.0449



# C13H28BMnN7OS2

A molecular structure, C13H28BMnN7OS2 at a distorted geometry (ωB97M-V/def2-TZVPD, the Open Molecules 2025 dataset).

Computed properties:
**⟨S²⟩**: 0.857
**Total charge**: +2
**Frontier orbital gap (spin up / spin down)**: 0.249 / 0.251 Ha
**Multiplicity**: 2
**HOMO level (spin up / spin down)**: -12.6 / -12.7 eV
**Energy**: -80069.0655 eV

Last column: Löwdin spin population.
Positions of all 53 atoms, in Å:
Mn1 0.12357 0.19410 0.34423  0.9708
C1 -4.47330 0.34793 -2.22516  0.0004
N1 -3.27458 -0.45787 -2.40627  0.0025
C2 -3.05905 -1.35750 -3.43311  0.0006
C3 -1.86228 -1.93036 -3.20143  0.0012
N2 -1.33503 -1.38194 -2.04291  0.0021
B1 -0.04718 -1.90129 -1.34822  -0.0009
N3 1.26271 -1.32576 -1.96848  -0.0027
C4 1.64158 -1.48646 -3.29108  -0.0004
C5 2.91334 -1.06038 -3.41891  -0.0005
N4 3.31940 -0.63374 -2.16994  -0.0001
C6 4.62815 -0.08702 -1.84094  0.0000
C7 2.30704 -0.80243 -1.30093  -0.0010
S1 2.40168 -0.41158 0.38213  0.0025
C8 -2.22651 -0.50016 -1.56667  0.0018
S2 -2.13714 0.43571 -0.11006  0.0197
H1 -5.03850 0.33242 -3.15220  0.0000
H2 -4.19213 1.37087 -1.98773  0.0003
H3 -5.08314 -0.05772 -1.41992  0.0000
H4 -3.77401 -1.50000 -4.22325  0.0000
H5 -1.34937 -2.70266 -3.74538  0.0001
H6 -0.03391 -3.09763 -1.39336  0.0006
H7 -0.08850 -1.55469 -0.17329  -0.0015
H8 0.98382 -1.90960 -4.02772  0.0000
H9 3.56618 -1.02438 -4.27244  -0.0001
H10 5.26448 -0.17775 -2.71615  0.0000
H11 5.06500 -0.64282 -1.01504  -0.0002
H12 4.53799 0.96108 -1.56216  0.0001
N5 -2.63285 1.50460 5.00280  0.0000
C9 -1.42320 0.74647 4.50289  0.0001
C10 -1.14767 1.07446 3.03687  0.0005
N6 -0.13430 0.19206 2.46302  -0.0073
H13 -2.81723 1.29949 5.98852  0.0000
H14 -3.47312 1.25373 4.47443  0.0000
H15 -2.50874 2.51679 4.92007  0.0000
H16 -1.65033 -0.31023 4.63757  0.0000
H17 -0.59473 1.01322 5.15702  0.0000
H18 -0.81353 2.10796 2.92646  0.0001
H19 -2.06127 0.95727 2.44928  0.0002
H20 -0.39421 -0.78279 2.59450  -0.0009
H21 0.77759 0.31308 2.89441  -0.0006
C11 0.03032 4.69782 -0.54565  0.0003
N7 1.32428 4.17190 -0.11908  0.0008
C12 2.37822 5.11402 0.24607  0.0000
C13 1.51564 2.87260 -0.05463  0.0010
O1 0.63881 2.03715 -0.35919  0.0094
H22 0.16516 5.72292 -0.87869  0.0000
H23 -0.68608 4.67977 0.27684  0.0000
H24 -0.36113 4.09188 -1.35843  0.0002
H25 2.51517 5.83675 -0.55587  0.0001
H26 3.31175 4.57797 0.39865  0.0000
H27 2.11560 5.64594 1.16036  0.0000
H28 2.52044 2.54555 0.23598  0.0008